1.
{"formula": "C5H6N2O", "method": "the ωB97M-V functional and the def2-TZVPD basis", "species": ["C", "C", "C", "C", "C", "H", "H", "H", "H", "H", "H", "N", "N", "O"], "positions_angstrom": [[1.0567, -0.0096, 0.4799], [1.0517, 0.2046, -1.0023], [-0.4710, -0.1973, -0.9083], [-1.7075, -0.6720, -1.2661], [-0.4253, -0.5596, 0.4447], [1.4929, 1.7788, 1.9938], [-0.0624, 1.0011, 2.1097], [1.7758, -0.7252, 0.7910], [1.1143, 1.3244, -1.4829], [1.7115, -0.4820, -1.5877], [-2.5520, -0.5915, -1.9697], [0.6022, 1.2340, 1.3235], [-1.4489, -1.0681, 1.0763], [-2.1379, -1.2378, -0.0018]], "nbo_charge": [-0.0669, -0.4152, -0.1393, 0.0841, 0.1311, 0.3453, 0.3774, 0.2043, 0.2424, 0.2352, 0.2359, -0.8552, -0.0858, -0.2933], "orbital_gap_ev": 10.4}

---

2.
{"formula": "C3H9NO5", "method": "the ωB97M-V functional and the def2-TZVPD basis", "species": ["O", "C", "N", "C", "O", "O", "C", "H", "H", "H", "H", "H", "H", "H", "O", "H", "H", "O"], "positions_angstrom": [[-1.4511, -2.3628, 0.5562], [-0.8544, -1.6804, -0.3092], [0.1613, -0.9114, 0.1379], [1.1579, -0.4604, -0.7942], [1.9142, 0.4851, -0.2962], [1.2738, -0.9630, -1.8542], [-1.5609, -1.4624, -1.5788], [0.1704, -0.8197, 1.1607], [1.7855, 0.7501, 0.6147], [-2.6346, -1.6245, -1.6021], [-1.3527, -0.5447, -2.1082], [-1.0825, -2.0719, -2.3440], [0.3752, 1.2553, 2.8406], [0.4137, -0.2526, 3.5458], [0.1227, 0.3319, 2.8430], [1.0695, 3.9039, 0.0311], [-0.1823, 3.1096, -0.2174], [0.6744, 3.3180, -0.6256]], "mulliken_spin": [0.8976, -0.0291, 0.0598, -0.0031, 0.0101, 0.0040, 0.0451, 0.0071, -0.0006, 0.0021, 0.0116, -0.0049, 0.0000, 0.0000, 0.0004, 0.0000, 0.0000, 0.0001], "spin_multiplicity": 2, "total_charge": 1, "orbital_gap_ev": [9.8, 5.7]}

---

3.
{"formula": "C36H104N6O19", "method": "the ωB97M-V functional and the def2-TZVPD basis", "species": ["O", "H", "H", "O", "H", "H", "O", "H", "H", "O", "H", "H", "O", "H", "H", "O", "H", "H", "O", "H", "H", "C", "O", "C", "C", "N", "C", "C", "O", "C", "H", "H", "H", "H", "H", "H", "H", "H", "H", "H", "H", "H", "H", "H", "H", "C", "O", "C", "C", "N", "C", "C", "O", "C", "H", "H", "H", "H", "H", "H", "H", "H", "H", "H", "H", "H", "H", "H", "H", "C", "O", "C", "C", "N", "C", "C", "O", "C", "H", "H", "H", "H", "H", "H", "H", "H", "H", "H", "H", "H", "H", "H", "H", "C", "O", "C", "C", "N", "C", "C", "O", "C", "H", "H", "H", "H", "H", "H", "H", "H", "H", "H", "H", "H", "H", "H", "H", "C", "O", "C", "C", "N", "C", "C", "O", "C", "H", "H", "H", "H", "H", "H", "H", "H", "H", "H", "H", "H", "H", "H", "H", "C", "O", "C", "C", "N", "C", "C", "O", "C", "H", "H", "H", "H", "H", "H", "H", "H", "H", "H", "H", "H", "H", "H", "H"], "positions_angstrom": [[-17.2759, -0.0755, -7.8707], [-16.4207, -0.3189, -8.2250], [-17.0754, 0.5101, -7.1405], [-10.5863, -9.1142, -8.3487], [-11.4858, -9.3667, -8.1404], [-10.3349, -9.6935, -9.0681], [-9.8790, 7.7076, -6.1520], [-9.8467, 8.5674, -6.5716], [-9.0142, 7.3299, -6.3120], [-9.7770, -5.9049, -4.8382], [-10.7101, -5.8170, -4.6435], [-9.7470, -6.4354, -5.6344], [-5.4788, 2.6312, -9.8946], [-5.0671, 3.0757, -10.6357], [-5.3131, 1.7014, -10.0502], [-5.1607, -2.0604, -6.9114], [-5.1702, -1.5459, -6.1043], [-5.4893, -2.9210, -6.6514], [-21.1822, -4.4666, -10.3413], [-21.6242, -3.6737, -10.0374], [-20.4055, -4.1473, -10.8007], [-16.9747, 3.7560, -6.0635], [-15.8805, 2.8861, -6.3105], [-14.5255, 3.2966, -6.1563], [-13.4605, 2.1882, -6.3373], [-13.3494, 1.7024, -7.7851], [-12.5481, 0.4848, -7.9613], [-12.5029, -0.0396, -9.4216], [-13.6622, -0.7807, -9.8172], [-13.6422, -2.1788, -9.7192], [-16.8332, 4.1165, -5.0446], [-17.9763, 3.3331, -6.1401], [-16.8763, 4.6348, -6.7008], [-14.4368, 3.6818, -5.1405], [-14.3022, 4.0979, -6.8606], [-13.7410, 1.2988, -5.7731], [-12.5425, 2.5433, -5.8691], [-12.8536, 2.4182, -8.2969], [-12.9580, -0.3195, -7.3504], [-11.5434, 0.5689, -7.5469], [-11.5875, -0.6011, -9.6078], [-12.1892, 0.7383, -10.1177], [-13.3175, -2.4908, -8.7266], [-12.9155, -2.7520, -10.2949], [-14.6750, -2.4888, -9.8784], [-25.1340, 0.1675, -14.6089], [-25.4818, 1.5973, -14.2245], [-25.9316, 1.6053, -12.8286], [-26.0234, 3.0621, -12.2809], [-24.6311, 3.5771, -12.2967], [-24.6849, 5.0495, -11.8965], [-23.2912, 5.7045, -11.5795], [-23.5252, 7.0899, -11.5521], [-22.4291, 7.8815, -11.3143], [-24.9541, 0.0941, -15.6814], [-25.9436, -0.5098, -14.3371], [-24.2390, -0.2663, -14.1630], [-25.3616, 0.9444, -12.1756], [-26.9571, 1.2431, -12.7572], [-26.5086, 2.9184, -11.3155], [-26.6916, 3.6355, -12.9235], [-24.3058, 3.4894, -13.2488], [-25.3625, 5.1409, -11.0476], [-25.0864, 5.5205, -12.7937], [-22.6289, 5.4706, -12.4130], [-22.7587, 5.2351, -10.7523], [-22.4746, 8.7916, -11.9125], [-21.4981, 7.4042, -11.6199], [-22.4020, 8.2158, -10.2772], [-1.6583, 7.6213, -17.4752], [-1.7242, 6.3146, -16.7955], [-2.8614, 6.0986, -15.8578], [-3.6839, 4.9859, -16.5261], [-4.6710, 4.3976, -15.6215], [-5.6173, 3.4475, -16.2668], [-5.1555, 2.0824, -16.6576], [-5.2410, 1.2879, -15.4868], [-5.3045, -0.1123, -15.6715], [-0.8376, 7.5136, -18.1844], [-1.5816, 8.4729, -16.7991], [-2.3346, 7.7885, -18.3135], [-3.4945, 6.9858, -15.8669], [-2.4642, 5.8619, -14.8707], [-2.9161, 4.2919, -16.8681], [-4.1812, 5.3610, -17.4207], [-5.0572, 5.2216, -15.1834], [-6.1677, 3.9403, -17.0683], [-6.4155, 3.3198, -15.5356], [-4.1534, 2.1494, -17.0811], [-5.8421, 1.7456, -17.4342], [-4.8689, -0.6978, -14.8618], [-4.9484, -0.4234, -16.6535], [-6.3742, -0.3146, -15.7253], [-5.6154, 4.3545, -1.6165], [-4.7230, 3.3527, -2.1197], [-5.1460, 2.7844, -3.3723], [-6.3672, 1.8766, -3.0728], [-5.9604, 0.5790, -2.6276], [-7.0045, -0.3031, -1.9557], [-6.2029, -1.6191, -1.5049], [-5.2806, -1.1684, -0.4776], [-4.7028, -2.1905, 0.2787], [-6.6260, 4.1990, -1.9943], [-5.3472, 5.3830, -1.8579], [-5.7289, 4.3319, -0.5326], [-4.3762, 2.2336, -3.9129], [-5.2592, 3.6414, -4.0363], [-7.0264, 1.7842, -3.9360], [-7.0376, 2.3093, -2.3302], [-5.2642, 0.6550, -1.8999], [-7.8619, -0.5645, -2.5759], [-7.3470, 0.2262, -1.0665], [-5.7769, -2.1909, -2.3293], [-6.8780, -2.3372, -1.0396], [-5.4494, -2.8008, 0.7869], [-3.9618, -1.8530, 1.0034], [-4.2168, -2.9684, -0.3102], [-17.2026, 11.5843, 0.9688], [-16.6609, 10.5178, 1.5864], [-15.3852, 9.8817, 1.1788], [-14.3027, 10.8196, 0.5639], [-14.5894, 10.8557, -0.8343], [-13.3814, 11.3030, -1.5704], [-12.6013, 12.6230, -1.2796], [-13.2961, 13.8377, -1.0972], [-13.8014, 14.4919, -2.2511], [-17.2156, 11.2982, -0.0829], [-16.5666, 12.4675, 1.0292], [-18.2268, 11.8264, 1.2526], [-15.5115, 9.0307, 0.5095], [-14.9813, 9.3797, 2.0579], [-13.3535, 10.3278, 0.7768], [-14.2844, 11.8165, 1.0043], [-15.1769, 11.6755, -0.8895], [-13.6665, 11.4808, -2.6074], [-12.6390, 10.5064, -1.6190], [-11.9640, 12.7062, -2.1600], [-12.0909, 12.3716, -0.3499], [-14.5484, 13.8300, -2.6892], [-13.1163, 14.7317, -3.0644], [-14.2652, 15.4025, -1.8720], [-14.3787, 4.2375, -17.8978], [-14.6758, 2.9452, -18.4125], [-14.4596, 1.8628, -17.5438], [-15.3545, 0.7616, -18.2309], [-16.7203, 0.8611, -17.7796], [-16.8976, 0.4297, -16.3597], [-17.9877, 1.2470, -15.6531], [-17.5285, 2.5578, -15.4123], [-16.7951, 2.8614, -14.1868], [-15.0186, 4.3802, -17.0271], [-14.5606, 4.9533, -18.6994], [-13.3651, 4.1954, -17.4990], [-14.5556, 2.2268, -16.5208], [-13.4148, 1.5528, -17.5586], [-15.0953, -0.2946, -18.3032], [-15.2482, 1.0007, -19.2890], [-17.1019, 1.7791, -17.9578], [-15.9877, 0.5183, -15.7660], [-17.1192, -0.6375, -16.3654], [-18.2644, 0.7366, -14.7306], [-18.8518, 1.2924, -16.3159], [-15.9465, 2.1775, -14.2035], [-17.3806, 2.8889, -13.2678], [-16.4260, 3.8813, -14.2946]], "mulliken_charge": [-0.6560, 0.3259, 0.3133, -0.6343, 0.3190, 0.3168, -0.6430, 0.3201, 0.3227, -0.6469, 0.3176, 0.3276, -0.6459, 0.3243, 0.3210, -0.6497, 0.3288, 0.3182, -0.6382, 0.3201, 0.3181, -0.7678, -0.2372, -0.5468, -0.7156, -0.2768, -0.5862, -0.7343, -0.3120, -0.8173, 0.3174, 0.2289, 0.3137, 0.3991, 0.3025, 0.3817, 0.3600, 0.2438, 0.3789, 0.3842, 0.4070, 0.3727, 0.3087, 0.3445, 0.2671, -0.7458, -0.3515, -0.6318, -0.5315, -0.4238, -0.5755, -0.4703, -0.2969, -0.7299, 0.2688, 0.3050, 0.3078, 0.3823, 0.4016, 0.3475, 0.3441, 0.2766, 0.3230, 0.3277, 0.2937, 0.3580, 0.2407, 0.3325, 0.2477, -0.7539, -0.3495, -0.6119, -0.4958, -0.2879, -0.9038, -0.2730, -0.3109, -0.7806, 0.3029, 0.3090, 0.2937, 0.3838, 0.3174, 0.2886, 0.2557, 0.2469, 0.4647, 0.3978, 0.2911, 0.3539, 0.2254, 0.3431, 0.2937, -0.7860, -0.3667, -0.5233, -0.4981, -0.2649, -0.7126, -0.5931, -0.2924, -0.7956, 0.3307, 0.2814, 0.2973, 0.2981, 0.3717, 0.3071, 0.2880, 0.2629, 0.3877, 0.3366, 0.3416, 0.4480, 0.3038, 0.2572, 0.3232, -0.6298, -0.3933, -0.7248, -0.5285, -0.2707, -1.0200, -0.4503, -0.3556, -0.7159, 0.3164, 0.2327, 0.2688, 0.3221, 0.3295, 0.5637, 0.2971, 0.2428, 0.4718, 0.4363, 0.3735, 0.3747, 0.3232, 0.2958, 0.2406, -0.6405, -0.3473, -0.2012, -0.9129, -0.3667, -0.3588, -0.6925, -0.3370, -0.6809, 0.2124, 0.2416, 0.3079, 0.2227, 0.3659, 0.3894, 0.3603, 0.3066, 0.2064, 0.3904, 0.3853, 0.3426, 0.2777, 0.3073, 0.2218], "orbital_gap_ev": 8.7}

---

4.
{"formula": "C4H8NO", "method": "the ωB97M-V functional and the def2-TZVPD basis", "species": ["C", "N", "C", "O", "C", "C", "H", "H", "H", "H", "H", "H", "H", "H"], "positions_angstrom": [[0.7762, -1.6747, -0.2413], [0.5626, -0.5132, 0.2254], [1.7494, 0.7028, 0.2411], [2.7545, 0.5079, -0.3078], [-0.7575, 0.0818, 0.6082], [-1.4241, 0.7417, -0.5452], [0.0381, -2.3894, -0.3048], [1.7823, -1.9489, -0.2848], [1.2386, 1.4348, 0.7427], [-1.3659, -0.6675, 1.0649], [-0.4264, 0.8435, 1.3259], [-0.8447, 1.6245, -0.7658], [-1.5420, 0.2408, -1.4312], [-2.5409, 1.0160, -0.3274]], "nbo_charge": [0.1392, -0.3212, 0.6213, -0.3546, -0.2314, -0.6373, 0.2189, 0.2239, 0.1699, 0.2413, 0.2107, 0.2149, 0.2364, 0.2679], "total_charge": 1, "smiles": "C=[N+](C=O)CC", "orbital_gap_ev": 10.9}

---

5.
{"formula": "C5H6NOP", "method": "the ωB97M-V functional and the def2-TZVPD basis", "species": ["C", "C", "C", "C", "C", "O", "P", "N", "H", "H", "H", "H", "H", "H"], "positions_angstrom": [[0.7296, 2.0849, -1.5016], [0.6698, 0.9106, -0.9495], [-0.3425, 0.3978, -0.0429], [-0.2038, -0.7462, 0.6587], [-1.2224, -1.2697, 1.6555], [0.8484, -1.6655, 0.3629], [1.8669, -1.5571, -0.9571], [1.7009, -0.2202, -1.5976], [1.5257, 2.4397, -2.1268], [-0.1271, 2.7105, -1.4126], [-1.1201, 1.0021, 0.3381], [-0.7786, -2.1869, 2.1193], [-2.0748, -1.5513, 1.1939], [-1.4721, -0.3488, 2.2595]], "nbo_charge": [-0.4206, 0.1626, -0.3640, 0.3825, -0.6605, -0.8193, 1.3642, -0.9898, 0.2223, 0.2014, 0.2236, 0.2421, 0.2242, 0.2311], "smiles": "C=C1C=C(C)OP=N1", "orbital_gap_ev": 8.9}

---

6.
{"formula": "C31H29BF13IN2O4S", "method": "the ωB97M-V functional and the def2-TZVPD basis", "species": ["C", "C", "C", "C", "C", "C", "C", "C", "C", "C", "C", "C", "C", "C", "O", "C", "C", "C", "C", "C", "F", "F", "C", "F", "F", "C", "F", "F", "C", "F", "F", "S", "F", "F", "F", "F", "F", "C", "N", "C", "C", "C", "B", "N", "O", "C", "C", "C", "O", "I", "C", "C", "O", "H", "H", "H", "H", "H", "H", "H", "H", "H", "H", "H", "H", "H", "H", "H", "H", "H", "H", "H", "H", "H", "H", "H", "H", "H", "H", "H", "H", "H"], "positions_angstrom": [[-4.6182, -0.4991, 2.8026], [-4.5056, -1.6319, 3.5126], [-3.6452, -2.8261, 3.1017], [-2.5373, -2.3680, 2.1961], [-1.3561, -1.8887, 2.5951], [-0.9772, -1.7259, 4.0429], [-0.0859, -0.4940, 4.3427], [1.3916, -0.7781, 4.4712], [1.8471, -1.7900, 5.3170], [3.1999, -2.0754, 5.4137], [4.1282, -1.3634, 4.6686], [3.6900, -0.3338, 3.8460], [2.3343, -0.0543, 3.7545], [-0.3728, -1.5166, 1.5325], [0.7967, -1.7896, 1.6572], [-0.9612, -0.8447, 0.3194], [-0.3218, 0.1924, -0.3607], [1.0147, 0.7200, 0.1059], [2.1261, 0.8388, -0.9588], [2.3181, -0.4023, -1.8058], [2.0678, -1.4805, -1.0053], [1.4503, -0.5106, -2.8405], [3.7651, -0.6540, -2.3187], [4.6311, -0.5166, -1.2989], [3.8232, -1.9635, -2.6659], [4.2722, 0.0889, -3.6086], [5.6088, -0.0444, -3.6615], [3.7803, -0.6008, -4.6580], [3.8812, 1.5749, -3.9137], [2.5855, 1.8197, -3.7474], [4.1234, 1.7422, -5.2254], [4.9016, 2.9367, -3.0526], [6.1521, 2.5640, -3.9368], [5.3454, 1.9402, -1.9071], [3.6517, 3.3849, -2.1742], [4.4325, 3.9720, -4.1632], [5.7518, 4.0694, -2.3677], [-0.9895, 0.7195, -1.4784], [-0.3801, 1.7906, -2.1856], [-0.5246, 3.1387, -1.6266], [-1.9368, 3.7118, -1.5611], [-2.2271, 0.2223, -1.9051], [-2.9249, 0.8470, -3.1965], [-4.1029, 1.6923, -3.0829], [-2.3811, 0.5700, -4.4199], [-2.8580, -0.8218, -1.2073], [-4.2083, -1.3612, -1.6233], [-4.2188, -2.6392, -2.4621], [-5.0333, -3.4837, -2.3038], [-2.6954, -2.8799, -3.9660], [-2.2026, -1.3406, -0.0898], [-2.7999, -2.4362, 0.7279], [-3.4454, -3.3410, 0.2449], [-4.7056, -0.5399, 1.7189], [-4.6245, 0.4827, 3.2608], [-5.0386, -1.7316, 4.4553], [-3.2279, -3.2093, 4.0300], [-4.2474, -3.5833, 2.5956], [-0.5309, -2.6404, 4.4364], [-1.9003, -1.5637, 4.6006], [-0.4728, -0.0006, 5.2348], [-0.2053, 0.2256, 3.5271], [1.1202, -2.3580, 5.8846], [3.5178, -2.8752, 6.0701], [5.1814, -1.6023, 4.7223], [4.4136, 0.2289, 3.2713], [2.0215, 0.7516, 3.0998], [1.3983, 0.1682, 0.9522], [0.8490, 1.7436, 0.4541], [3.0540, 1.0243, -0.4151], [1.9350, 1.7201, -1.5549], [-0.6019, 1.7529, -3.1723], [0.1527, 3.7876, -2.1835], [-0.1367, 3.1089, -0.6063], [-2.6411, 2.9879, -1.1567], [-1.9280, 4.5547, -0.8668], [-2.2545, 4.0752, -2.5366], [-4.4273, 1.7246, -2.1225], [-4.8774, 1.2915, -3.6079], [-3.0225, 0.6560, -5.1337], [-4.8133, -0.5941, -2.1027], [-4.7482, -1.6660, -0.7281]], "mulliken_charge": [-0.6329, -0.2691, -1.6353, 0.2769, 0.8962, -0.8396, -1.3035, 0.4405, -0.3347, -0.7064, -0.4603, -0.7366, 0.0732, -0.0160, -0.6075, 0.4234, 0.6557, -1.8602, -0.8147, 0.9507, -0.3367, -0.3135, 0.4186, -0.2951, -0.3251, 0.6746, -0.2663, -0.2971, 0.3754, -0.1829, -0.3002, 1.4078, -0.2995, -0.3186, -0.3076, -0.3201, -0.3023, -1.2459, 0.2966, -0.3550, -1.1361, 0.3418, 0.9642, -0.7053, -0.7106, 0.1166, -1.2050, 0.2728, -0.4686, -0.0281, 1.1862, -0.1505, -0.6318, 0.2313, 0.2753, 0.4003, 0.4446, 0.4274, 0.4519, 0.3908, 0.4903, 0.3291, 0.3997, 0.3865, 0.3887, 0.3901, 0.3591, 0.4049, 0.6081, 0.7845, 0.2249, 0.4159, 0.5372, 0.1559, 0.1226, 0.4571, 0.3101, 0.2565, 0.2765, 0.2840, 0.5750, 0.1692], "smiles": "C=CCC1=C(CCc2ccccc2)C(=O)c2c(CCC(F)(F)C(F)(F)C(F)(F)C(F)(F)S(F)(F)(F)(F)F)c(NCC)c(B(N)O)c(CC(=O)I)c2C1=O", "orbital_gap_ev": 8.2}